# C10H15Br2Cl5CsK2LiNNaO12

A structure of composition C10H15Br2Cl5CsK2LiNNaO12 at a distorted geometry (wB97M-V/def2-TZVPD, the OMol25 dataset).

Values from the calculation:
Electronic energy: -277170.306 eV
Strongest force on any atom: 0.181 hartree/bohr

Geometry as ORCA input:
```
! RIJCOSX wB97M-V def2-TZVPD def2/J DEFGRID3
* xyz 0 1
C 3.738 -1.090 0.170
C 3.781 0.334 -0.705
Br 4.728 1.824 0.259
C 2.230 0.693 -1.135
Br 2.399 2.006 -2.687
N 1.378 1.234 -0.008
C -0.052 1.340 -0.491
C -1.155 0.526 0.408
C -1.812 -0.673 -0.555
O -2.797 -0.342 -1.394
O -1.303 -2.058 -0.521
C -0.491 2.942 -0.656
O -0.368 3.856 0.310
O -1.070 3.353 -1.957
H 3.271 -1.886 -0.573
H 3.059 -0.867 1.097
H 4.837 -1.372 0.464
H 4.361 0.131 -1.728
H 1.746 -0.315 -1.509
H 1.473 0.690 0.877
H -0.085 0.879 -1.575
H -0.729 0.109 1.416
H -2.062 1.251 0.643
H -1.308 -2.368 -1.474
Na 4.203 3.337 -2.360
C 2.932 4.146 -7.111
Cl 2.719 5.682 -7.970
Cl 4.599 3.568 -7.275
Cl 2.500 4.324 -5.402
H 2.265 3.406 -7.560
Cl -2.097 0.625 -3.364
K -0.297 -3.478 0.894
C -4.792 -3.009 1.033
O -4.614 -4.295 1.297
H -3.953 -2.327 1.253
H -5.011 -2.733 -0.012
H -5.616 -2.495 1.557
Li -7.016 -3.406 0.583
Cs -8.716 -5.312 -0.272
C 4.956 3.841 3.569
O 5.079 4.395 4.687
O 3.678 3.625 3.289
O 5.806 3.480 2.724
H 3.402 4.023 4.139
O -6.795 -6.544 3.493
Cl -5.616 -6.729 4.315
O -5.974 -7.458 5.517
O -5.072 -5.435 4.680
O -4.622 -7.480 3.573
K 4.284 6.048 6.048
*
```